A structure of composition C4H4O2V. Source: the OMol25 dataset; level of theory: ωB97M-V/def2-TZVPD.

Each line ends with the Mulliken spin population.
Geometry (Å):
H  2.712  0.327  0.253  -0.01
O  -1.744  1.960  -0.062  0.00
C  -1.518  0.583  0.069  0.00
C  -0.101  0.286  -0.105  0.02
C  1.084  0.195  -0.463  0.01
H  -2.683  2.134  0.053  0.00
H  -2.073  -0.011  -0.679  0.00
H  -1.808  0.196  1.062  0.00
C  1.925  -0.593  0.337  0.01
O  2.333  -1.742  0.121  -0.03
V  1.874  -3.335  -0.587  3.00

Spin multiplicity: 4
HOMO level (spin up / spin down): -17.792 / -17.795 eV
E_tot: -33968.98824 eV
Relative energy (zero: lowest compared OMol25 entry of this formula, charge and spin): 103.42 kcal per mole
<S²>: 3.762
Total charge: +2